Entry 1:
Here is C2H2P2 as an isolated structure from the Open Molecules 2025 dataset. Energies are from ωB97M-V with the def2-TZVPD basis set.

CARTESIAN COORDINATES (ANGSTROEM)
C (0.7285, -0.3031, 0.8328)
C (0.0672, 0.6176, -0.4472)
P (1.8258, 0.5038, -0.2142)
P (-0.4499, -1.1162, -0.3154)
H (-1.8700, -1.2033, 0.3126)
H (-0.3016, 1.5012, -0.1685)

Computed properties:
Molecular weight: 88.0 g mol⁻¹
ΔE to the lowest compared entry with this formula, charge and spin: 2.381 eV
HOMO-LUMO gap (alpha / beta): 0.28773 / 0.28771 hartree
Charge: 0
F_max: 0.0828 Eh/bohr
Lowest unoccupied orbital energy (alpha / beta): -1.1 / -1.1 eV

Entry 2:
Here is C10H13ClMnO2S as an isolated structure from the Open Molecules 2025 dataset. Energies are from ωB97M-V with the def2-TZVPD basis set.

CARTESIAN COORDINATES (ANGSTROEM)
Cl (-2.4874, -0.9253, -0.1658)
C (0.9315, -1.3525, -1.7100)
C (1.6814, -0.1310, -1.4994)
C (0.8203, 0.9759, -1.8836)
H (2.7544, -0.0720, -1.3730)
C (-0.4345, 0.4534, -2.2820)
C (-0.3875, -0.9798, -2.1373)
H (-1.2002, -1.6477, -2.4329)
H (1.3156, -2.3625, -1.6515)
H (1.1387, 2.0081, -2.0482)
C (-1.6044, 1.2322, -2.8124)
Mn (0.1090, -0.2024, -0.2307)
C (1.3776, 0.6495, 0.9558)
C (-0.1294, -1.2902, 1.3244)
O (2.1622, 1.1273, 1.6690)
O (-0.2892, -1.9914, 2.2274)
H (-1.6444, 2.2150, -2.3286)
H (-2.5312, 0.6966, -2.5729)
H (-1.5699, 1.4006, -3.9034)
C (-2.6757, 2.3038, 2.4559)
S (-1.5289, 1.5541, 1.3326)
C (-0.7606, 3.0106, 0.6295)
H (-3.2766, 1.5192, 2.9726)
H (-3.3225, 2.9817, 1.8578)
H (-2.1016, 2.9020, 3.1935)
H (-1.6130, 3.6516, 0.3389)
H (-0.1837, 3.4783, 1.4474)
H (-0.1156, 2.7348, -0.2356)

Computed properties:
Molecular weight: 287.7 g mol⁻¹
Expectation value of S²: 3.8789
ΔE to the lowest compared entry with this formula, charge and spin: 0.625 eV
HOMO-LUMO gap (alpha / beta): 0.27656 / 0.22103 hartree
Charge: +2
F_max: 0.1175 Eh/bohr
Multiplicity: 4
Lowest unoccupied orbital energy (alpha / beta): -9.6 / -11.2 eV

Entry 3:
Here is a 11-piece molecular cluster, C25H75N3O11 overall from the Open Molecules 2025 dataset. Energies are from ωB97M-V with the def2-TZVPD basis set.

CARTESIAN COORDINATES (ANGSTROEM)
C (2.5826, 3.4119, 3.8218)
O (1.6202, 2.5559, 4.5093)
C (0.6995, 1.9412, 3.6095)
C (-0.3132, 0.9245, 4.2670)
C (0.4092, 0.0253, 5.2357)
N (-0.7759, 0.0034, 3.2521)
H (3.1189, 3.9768, 4.5843)
H (2.0706, 4.2030, 3.2741)
H (3.4143, 3.0773, 3.2018)
H (0.0872, 2.6725, 3.0819)
H (1.3489, 1.4092, 2.9142)
H (-1.0562, 1.4467, 4.8698)
H (-0.3349, -0.5877, 5.7443)
H (0.8509, 0.5815, 6.0625)
H (1.2209, -0.5773, 4.8280)
H (-1.4232, -0.6096, 3.7268)
H (-0.0186, -0.6332, 3.0490)
C (-2.9397, -0.0657, -5.0453)
O (-1.4792, -0.0773, -5.0075)
C (-0.9184, -1.3387, -4.7069)
C (0.6032, -1.3270, -4.8780)
C (1.1740, -2.7157, -4.4630)
N (1.2021, -0.2972, -4.0548)
H (-3.4772, -0.5777, -4.2471)
H (-3.3239, -0.5283, -5.9544)
H (-3.4311, 0.9063, -5.0891)
H (-1.0809, -1.4649, -3.6365)
H (-1.3927, -2.1471, -5.2633)
H (0.7834, -0.9998, -5.9020)
H (0.3314, -3.3951, -4.3338)
H (1.5676, -2.6974, -3.4467)
H (1.9664, -3.0480, -5.1336)
H (1.1228, -0.5718, -3.0861)
H (0.6275, 0.5331, -4.0767)
C (2.6809, -1.7117, 2.3360)
O (1.5622, -1.3490, 1.5921)
C (1.9049, -0.5750, 0.4630)
C (0.5786, 0.0490, -0.1657)
C (-0.3751, -1.0180, -0.7354)
N (0.8185, 1.0927, -1.1295)
H (3.1852, -0.8254, 2.7210)
H (3.4792, -2.2919, 1.8732)
H (2.3459, -2.2859, 3.1998)
H (2.5041, 0.2939, 0.7353)
H (2.5416, -1.1346, -0.2223)
H (0.0397, 0.5465, 0.6406)
H (-0.5984, -1.7817, 0.0096)
H (0.0897, -1.5434, -1.5697)
H (-1.3394, -0.5866, -1.0041)
H (1.4265, 1.7437, -0.6535)
H (-0.0471, 1.5906, -1.2814)
C (-4.9330, -0.4601, -0.3101)
C (-5.7280, -0.9013, 0.8770)
O (-7.0958, -0.9076, 0.5593)
H (-3.8867, -0.3910, -0.0123)
H (-5.2331, 0.5407, -0.6207)
H (-5.0981, -1.0830, -1.1892)
H (-5.4955, -0.2495, 1.7191)
H (-5.4032, -1.9277, 1.0480)
H (-7.5454, -0.9942, 1.4031)
C (-0.3406, 3.1316, -3.9343)
C (-0.0038, 3.0430, -5.4123)
O (-1.1394, 2.4290, -6.0439)
H (0.5415, 3.4826, -3.3988)
H (-0.5872, 2.1411, -3.5519)
H (-1.1174, 3.8742, -3.7524)
H (0.9058, 2.4489, -5.5001)
H (0.1753, 4.0295, -5.8398)
H (-1.1712, 1.4979, -5.8126)
C (1.9194, -4.2570, -0.0219)
C (0.9751, -5.3001, -0.5359)
O (0.9743, -5.4030, -1.9337)
H (1.9123, -4.1352, 1.0613)
H (1.5677, -3.2874, -0.3743)
H (2.9265, -4.4705, -0.3798)
H (-0.0278, -5.0121, -0.2208)
H (1.1583, -6.2725, -0.0787)
H (0.3722, -6.1157, -2.1598)
C (0.4509, -4.0077, 4.4581)
C (-0.2484, -5.2361, 5.0336)
O (-1.5063, -4.9143, 5.6407)
H (-0.0790, -3.6318, 3.5828)
H (1.4819, -4.2258, 4.1795)
H (0.5577, -3.2454, 5.2298)
H (0.4026, -5.6817, 5.7858)
H (-0.3295, -5.9583, 4.2213)
H (-2.1739, -4.9255, 4.9508)
C (5.3326, 1.1939, -0.8957)
C (5.1591, 1.9570, 0.3927)
O (4.0585, 2.8510, 0.2503)
H (6.1412, 0.4733, -0.7730)
H (5.6623, 1.8178, -1.7265)
H (4.4399, 0.5854, -1.0400)
H (6.0152, 2.5711, 0.6725)
H (4.9223, 1.2171, 1.1572)
H (4.3351, 3.5534, -0.3428)
C (1.0229, 4.2693, 0.0834)
O (1.4025, 5.4797, 0.6809)
H (1.7228, 4.0490, -0.7226)
H (1.0855, 3.4662, 0.8177)
H (0.0058, 4.4524, -0.2630)
H (2.3224, 5.6433, 0.4603)
C (-3.4589, 2.4345, 2.3039)
O (-2.2976, 1.9425, 1.6934)
H (-4.2158, 1.6600, 2.4279)
H (-3.3580, 2.8323, 3.3137)
H (-3.7948, 3.2740, 1.6952)
H (-1.9848, 1.2053, 2.2229)
C (-3.0902, 2.5431, -1.9251)
O (-1.9243, 2.7809, -1.1567)
H (-3.0860, 3.0313, -2.8996)
H (-3.1408, 1.4581, -2.0163)
H (-3.9557, 2.8626, -1.3446)
H (-2.1329, 2.5486, -0.2489)

Computed properties:
Molecular weight: 593.9 g mol⁻¹
ΔE to the lowest compared entry with this formula, charge and spin: 0.576 eV
HOMO-LUMO gap: 0.32847 hartree
Charge: 0
F_max: 0.0632 Eh/bohr
Lowest unoccupied orbital energy: 0.2 eV
SMILES: COC[C@H](C)N.COC[C@H](C)N.COC[C@H](C)N.CCO.CCO.CCO.CCO.CCO.CO.CO.CO

Entry 4:
Here is a 2-piece molecular cluster, C15H37F3N2O3P2S overall from the Open Molecules 2025 dataset. Energies are from ωB97M-V with the def2-TZVPD basis set.

CARTESIAN COORDINATES (ANGSTROEM)
N (1.0244, 2.4641, 2.3428)
C (1.1618, 1.2080, 1.5140)
C (2.4790, 1.2610, 0.5902)
C (2.6315, -0.1528, -0.1323)
P (4.2457, -1.1094, 0.2460)
C (3.4842, -2.1032, 1.6992)
C (3.5872, -1.3512, 3.1217)
C (5.0867, -1.1443, 3.6006)
F (6.2011, -1.4647, 2.8307)
C (5.2661, -0.5532, 4.8742)
F (5.8962, 0.6730, 5.0763)
F (4.7276, -1.2493, 5.9626)
P (5.3444, -0.1301, -1.4560)
O (4.5867, 1.3079, -1.9898)
O (6.8567, 0.3801, -0.7799)
S (5.7675, -1.3922, -2.8836)
H (1.9299, 2.6458, 2.7918)
H (0.9054, 3.2020, 1.6366)
H (0.2179, 1.1903, 0.8675)
H (1.1293, 0.2977, 2.1810)
H (3.3329, 1.5474, 1.2722)
H (2.2807, 2.1107, -0.1444)
H (1.7538, -0.7939, 0.2318)
H (2.4380, -0.0070, -1.2497)
H (3.8212, -2.1069, -0.7313)
H (5.4819, -1.8584, 0.4527)
H (4.7677, -0.0631, 1.1087)
H (4.1291, -3.0416, 1.8215)
H (2.4325, -2.4844, 1.5086)
H (2.9964, -0.3940, 3.1655)
H (3.1360, -2.0836, 3.8745)
H (5.3171, 1.8483, -2.3634)
H (6.5792, 1.0645, -0.1336)
C (-5.6243, -0.6486, 0.3044)
C (-5.1230, -0.7926, -1.1211)
N (-4.8280, 0.5202, -1.8423)
C (-6.1555, 1.2537, -2.0278)
C (-4.3448, 0.2405, -3.2677)
C (-3.0034, -0.4608, -3.4098)
C (-3.9236, 1.4899, -1.0645)
C (-2.5553, 0.9841, -0.6134)
O (-2.6708, -0.0769, 0.3138)
C (-1.7568, -1.1492, 0.1056)
H (-6.5817, -0.1231, 0.3510)
H (-5.7904, -1.6444, 0.7220)
H (-4.9233, -0.1376, 0.9604)
H (-5.8817, -1.3062, -1.7177)
H (-4.2262, -1.4044, -1.1512)
H (-6.8359, 0.5997, -2.5727)
H (-5.9648, 2.1628, -2.5984)
H (-6.5616, 1.5090, -1.0523)
H (-4.3099, 1.1930, -3.8008)
H (-5.1168, -0.3774, -3.7319)
H (-2.1772, 0.2420, -3.3265)
H (-2.9265, -0.8783, -4.4167)
H (-2.8570, -1.2814, -2.7101)
H (-4.4968, 1.7950, -0.1870)
H (-3.7963, 2.3649, -1.7068)
H (-2.0633, 1.8131, -0.0903)
H (-1.9055, 0.7388, -1.4495)
H (-0.8956, -0.8664, -0.5025)
H (-2.2888, -1.9747, -0.3796)
H (-1.4110, -1.5021, 1.0766)

Computed properties:
Molecular weight: 444.5 g mol⁻¹
HOMO-LUMO gap: 0.17581 hartree
Charge: 0
F_max: 0.0591 Eh/bohr
Lowest unoccupied orbital energy: -1.1 eV

Entry 5:
Here is C5H9NO2 as an isolated structure from the Open Molecules 2025 dataset. Energies are from ωB97M-V with the def2-TZVPD basis set.

CARTESIAN COORDINATES (ANGSTROEM)
C (-0.7852, 0.8295, -0.5894)
C (0.6109, 0.2197, 0.6141)
C (2.0415, 0.3986, 0.1136)
C (0.1963, 0.5998, 1.9713)
C (-1.6025, -1.3125, -1.6815)
N (-0.9529, -0.5081, -0.7029)
O (-1.4253, 1.7718, -0.9360)
O (-0.0719, -0.9398, 0.2270)
H (1.9219, 1.3713, -0.3289)
H (2.1482, -0.1987, -0.7391)
H (2.8473, 0.4035, 0.8184)
H (-0.6470, 1.4067, 2.0043)
H (1.1426, 0.9681, 2.4171)
H (-0.2763, -0.2139, 2.4832)
H (-1.6259, -2.3813, -1.2804)
H (-2.5875, -1.0105, -1.8998)
H (-0.9342, -1.4042, -2.4908)

Computed properties:
Molecular weight: 115.1 g mol⁻¹
ΔE to the lowest compared entry with this formula, charge and spin: 4.849 eV
HOMO-LUMO gap: 0.34011 hartree
Charge: 0
F_max: 0.0936 Eh/bohr
Lowest unoccupied orbital energy: 0.8 eV

Question: What is the charge in the second record?
Answer: +2